1.
Below is a cluster of 2 separate species, C2H3NO2 in total, with properties calculated with ωB97M-V/def2-TZVPD.

Output
Charge = 0
Highest occupied orbital energy = -0.358 Ha
LUMO = 1.03 eV

Last column: natural (NBO) charge in e.
Geometry (Å):
C (-2.893, 0.236, -0.308)  0.490
C (1.703, -0.616, 0.010)  -0.166
N (0.539, -0.103, -0.163)  -0.137
O (-3.459, -0.547, 0.277)  -0.487
O (0.249, 1.192, 0.186)  -0.568
H (1.832, -1.717, -0.154)  0.206
H (2.670, 0.016, 0.360)  0.165
H (-0.642, 1.539, -0.207)  0.496

***

2.
Below is a structure of composition C2H3NO2, with properties calculated with ωB97M-V/def2-TZVPD.

Output
Charge = 0
Highest occupied orbital energy = -0.375 Ha
LUMO = 0.82 eV

Last column: natural (NBO) charge in e.
Geometry (Å):
C (-0.425, 0.119, -0.051)  0.393
C (1.019, 0.006, 0.018)  -0.708
N (-1.359, 0.961, 0.160)  -0.150
O (-1.342, -1.028, -0.113)  -0.228
O (-2.269, 0.038, -0.009)  -0.070
H (1.527, -0.096, 1.024)  0.252
H (1.283, -0.949, -0.508)  0.254
H (1.567, 0.948, -0.521)  0.256

***

3.
Below is a cluster of 2 separate species, C2H3NO2 in total, with properties calculated with ωB97M-V/def2-TZVPD.

Output
Charge = 0
Highest occupied orbital energy (alpha / beta) = -0.355 / -0.340 Ha
LUMO (alpha / beta) = -1.71 / -1.76 eV

Last column: natural (NBO) charge in e.
Geometry (Å):
C (-0.560, -1.805, -0.624)  0.168
C (-0.607, -0.767, 0.315)  0.332
N (-0.759, -2.570, -1.454)  -0.178
O (0.575, 0.671, -1.180)  -0.917
O (0.237, -0.744, 1.298)  -0.552
H (-1.376, -0.074, 0.432)  0.222
H (1.449, 0.389, -1.018)  0.424
H (-0.063, -0.024, 1.829)  0.501

***

4.
Below is an isolated molecule of C2H3NO2, with properties calculated with ωB97M-V/def2-TZVPD.

Output
Charge = 0
Highest occupied orbital energy = -0.347 Ha
LUMO = -0.89 eV

Last column: natural (NBO) charge in e.
Geometry (Å):
C (-0.928, -0.523, 0.974)  0.003
C (-0.431, 0.314, -0.115)  -0.333
N (1.917, 0.299, -0.066)  0.379
O (0.815, 1.042, 0.157)  -0.337
O (1.821, -0.850, -0.374)  -0.327
H (-1.695, -1.170, 0.682)  0.116
H (-0.222, -0.069, -1.240)  0.227
H (-1.276, 0.956, -0.018)  0.271

***

Values for max |F|, eV/A, ordered as above
3.10, 4.45, 3.98, 3.87
Values for energy relative to the best compared isomer or geometry (same formula, charge and spin), kJ/mol, ordered as above
302.4, 548.7, 452.3, 736.8